Entry from the Open Molecules 2025 dataset: a cluster of 2 separate species, C12H17N in total (ωB97M-V/def2-TZVPD).

Cartesian coordinates (Å):
C1 -1.8292 1.2477 2.3999
C2 -0.6556 1.8210 1.5179
C3 -0.0623 0.7708 0.6629
C4 0.8424 -0.0876 1.0270
N1 1.4788 -0.6669 -0.1087
C5 0.8022 -0.0885 -1.2725
C6 1.0478 -0.1948 -2.7155
C7 0.3928 0.6220 -3.5912
C8 -0.4507 1.6557 -3.0287
C9 -0.6325 1.7690 -1.6820
C10 -0.1153 0.8579 -0.8084
H1 -2.5542 0.8591 1.7485
H2 -2.3741 1.8445 3.0032
H3 -1.6256 0.4382 3.1286
H4 -0.9859 2.7223 0.9577
H5 0.2443 2.0918 2.2355
H6 1.2862 -0.2561 2.0178
H7 1.9910 -1.4550 0.0109
H8 1.7666 -0.9591 -3.1897
H9 0.4980 0.4043 -4.6724
H10 -0.8222 2.4070 -3.7564
H11 -1.0899 2.5948 -1.3133
C11 -0.6394 -3.5614 2.0920
C12 0.3080 -2.7065 2.9521
H12 -1.0466 -4.2577 2.7011
H13 -1.3525 -2.9360 1.4515
H14 0.0215 -4.0906 1.3458
H15 1.2235 -2.2160 2.4874
H16 0.6918 -3.2410 3.8240
H17 -0.2734 -1.9131 3.4604

Lowest unoccupied orbital energy (Eh): 0.034
Net charge: 0
Orbital gap (eV): 9.01
Relative energy (zero: lowest compared OMol25 entry of this formula, charge and spin) (kcal per mole): 54.7
Spin multiplicity: 1
SMILES: CCc1c[nH]c2ccccc12.CC
DFT total energy (hartree): -522.13312

Entry from the Open Molecules 2025 dataset: the ion C12H17N2 with charge +1 (ωB97M-V/def2-TZVPD).

Cartesian coordinates (Å):
C1 -2.6994 -1.6053 1.0728
C2 -2.8931 -0.7971 0.0376
C3 -3.0180 -1.4324 -1.2900
C4 -3.1199 0.7164 0.3092
N1 -2.0119 1.4658 -0.2743
C5 -1.2095 2.0856 0.6282
N2 0.2482 1.7302 0.5051
C6 0.7912 0.5501 0.4823
C7 2.1222 0.1039 0.0387
C8 3.1008 1.0329 -0.3092
C9 4.4005 0.5293 -0.5605
C10 4.6437 -0.8061 -0.4432
C11 3.6211 -1.7479 -0.1952
C12 2.3429 -1.2598 -0.0075
H1 -2.6009 -1.4751 2.1174
H2 -2.6350 -2.6281 0.8747
H3 -3.9984 -1.3595 -1.6383
H4 -2.7146 -2.5645 -1.1750
H5 -2.4885 -1.0207 -2.0671
H6 -4.0911 0.8976 -0.2227
H7 -3.2589 0.9271 1.3635
H8 -2.1390 2.0245 -1.1995
H9 -1.0724 3.2378 0.6028
H10 -1.5409 1.7654 1.7263
H11 0.8899 2.3898 0.3660
H12 0.0681 -0.2635 0.4083
H13 2.9789 2.0769 -0.1060
H14 5.2762 1.1966 -0.6953
H15 5.5548 -1.1754 -0.5111
H16 3.8961 -2.7112 -0.0805
H17 1.5567 -1.8833 0.2426

Lowest unoccupied orbital energy (Eh): -0.170
Net charge: +1
Orbital gap (eV): 7.86
Relative energy (zero: lowest compared OMol25 entry of this formula, charge and spin) (kcal per mole): 66.8
Spin multiplicity: 1
SMILES: C=C(C)CNC/[NH+]=C/c1ccccc1
DFT total energy (hartree): -576.62232

Entry from the Open Molecules 2025 dataset: a structure of composition C12H17N4O3S (ωB97M-V/def2-TZVPD).

Cartesian coordinates (Å):
C1 -7.1824 0.1234 -0.2253
C2 -5.9601 -0.8057 0.1594
C3 -4.5829 -0.0681 -0.0372
H1 -4.6111 0.7426 0.5263
H2 -4.5216 -0.0960 -1.2110
C4 -3.6473 -1.1487 0.5159
O1 -3.9093 -2.2996 1.1037
N1 -2.3942 -0.5400 0.2049
S1 -2.0844 0.8959 -0.3733
O2 -2.2500 0.9614 -1.7142
O3 -2.5174 2.1987 0.5552
C5 -0.3496 0.8381 -0.1896
C6 0.5229 -0.0676 -1.1827
C7 1.8805 0.0338 -0.8694
C8 2.4753 0.3910 0.1308
C9 1.6486 1.0021 1.3722
C10 0.3955 1.0336 1.1222
H3 -0.2948 1.6259 1.8918
H4 2.3194 1.4905 2.0771
N2 3.8112 0.3389 0.6391
N3 4.5044 -0.2870 -0.4595
N4 5.7158 -0.2883 0.0463
C11 6.6349 -0.9353 -1.0326
H5 7.3717 -0.3384 -1.2768
H6 5.9983 -1.1618 -2.1631
H7 7.1862 -1.9260 -0.6771
C12 6.4743 -0.0971 1.0981
H8 7.2768 0.9826 0.8337
H9 5.6033 0.5151 1.8129
H10 6.9450 -0.7840 1.7211
H11 2.4712 -0.4278 -1.7132
H12 -0.0430 -0.2499 -2.0833
H13 -6.2252 -1.0058 1.2370
H14 -6.1625 -1.8615 -0.4187
H15 -8.2412 -0.4140 -0.1769
H16 -7.1808 1.2567 0.2917
H17 -7.0774 0.3724 -1.5353

Lowest unoccupied orbital energy (Eh): 0.067
Net charge: -1
Orbital gap (eV): 6.31
Relative energy (zero: lowest compared OMol25 entry of this formula, charge and spin) (kcal per mole): 316.9
Spin multiplicity: 1
DFT total energy (hartree): -1309.89996

Entry from the Open Molecules 2025 dataset: the molecule C12H17NS (ωB97M-V/def2-TZVPD).

Cartesian coordinates (Å):
C1 -2.6035 -1.1431 0.0846
C2 -1.7798 0.1085 0.4095
C3 -2.6927 1.3358 0.3843
C4 -1.1902 -0.0505 1.8149
C5 -0.6162 0.2651 -0.6111
C6 -1.0701 0.4527 -2.0590
N1 0.2927 -0.8582 -0.5032
C7 1.6124 -0.5593 -0.2569
C8 2.6561 -1.4695 -0.2093
C9 3.9277 -1.0219 0.1168
C10 4.1629 0.3140 0.3910
C11 3.1259 1.2362 0.3367
C12 1.8650 0.7892 0.0101
S1 0.4093 1.7584 -0.1536
H1 -3.3757 -1.2702 0.8396
H2 -1.9767 -2.0311 0.0892
H3 -3.0935 -1.0581 -0.8818
H4 -3.3968 1.2861 1.2112
H5 -2.1086 2.2472 0.4865
H6 -3.2624 1.3868 -0.5397
H7 -1.9865 -0.2156 2.5361
H8 -0.6454 0.8441 2.1052
H9 -0.5091 -0.8972 1.8500
H10 -0.1933 0.5811 -2.6926
H11 -1.6898 1.3385 -2.1577
H12 -1.6260 -0.4139 -2.4109
H13 0.0960 -1.6423 -1.1057
H14 2.4723 -2.5121 -0.4222
H15 4.7419 -1.7300 0.1557
H16 5.1573 0.6476 0.6445
H17 3.2971 2.2818 0.5376

Lowest unoccupied orbital energy (Eh): 0.027
Net charge: 0
Orbital gap (eV): 8.12
Relative energy (zero: lowest compared OMol25 entry of this formula, charge and spin) (kcal per mole): 0.0
Spin multiplicity: 1
SMILES: CC(C)(C)[C@]1(C)Nc2ccccc2S1
DFT total energy (hartree): -920.41747

Entry from the Open Molecules 2025 dataset: a structure of composition C12H17O2Pt (ωB97M-V/def2-TZVPD).

Cartesian coordinates (Å):
Pt1 -0.4910 0.2439 -0.2321
C1 -1.6742 -2.8064 -4.2732
C2 -0.8398 -2.8533 -2.9838
C3 0.2986 -3.8572 -3.1226
C4 -0.3922 -1.4575 -2.6176
C5 -1.3690 -0.4821 -2.3500
C6 -1.0251 0.8859 -2.2507
C7 0.3561 1.2584 -2.1944
C8 0.7396 2.7210 -2.1394
C9 1.3261 0.2393 -2.3576
C10 0.9571 -1.0743 -2.5956
H1 -1.9782 -3.8173 -4.5429
H2 -1.0868 -2.3965 -5.0973
H3 -2.5775 -2.2069 -4.1641
H4 -1.5029 -3.2007 -2.1836
H5 0.9516 -3.6056 -3.9615
H6 -0.1141 -4.8465 -3.3156
H7 0.9010 -3.9229 -2.2149
H8 -2.4137 -0.7612 -2.3812
H9 -1.7956 1.6439 -2.3036
H10 0.8400 3.0733 -1.1156
H11 -0.0156 3.3347 -2.6279
H12 1.6953 2.8849 -2.6345
H13 2.3730 0.5171 -2.3743
H14 1.7285 -1.8085 -2.7780
C11 0.2554 2.5054 2.1895
O1 0.2305 1.0929 2.5175
C12 0.0017 0.2481 1.5845
O2 -0.1041 -0.9521 1.6169
H15 0.2699 3.0175 3.1437
H16 -0.6335 2.7766 1.6288
H17 1.1577 2.7309 1.6284

Lowest unoccupied orbital energy (Eh): -0.197
Net charge: +1
Orbital gap (eV): 7.53
Spin multiplicity: 1
DFT total energy (hartree): -736.95166

Entry from the Open Molecules 2025 dataset: a structure of composition C12H18AsN2OPdS7 (ωB97M-V/def2-TZVPD).

Cartesian coordinates (Å):
Pd1 -0.2083 0.2375 0.0589
C1 -3.7973 -1.2495 -0.6767
C2 -3.4312 -0.2644 -1.7924
S1 -1.9083 0.7507 -1.6355
C3 -2.4957 2.3406 -0.9843
C4 -3.1295 2.2842 0.3920
S2 -2.0333 1.6381 1.6997
C5 -2.5116 -0.1244 1.9733
C6 -3.9681 -0.4757 2.1311
S3 -4.9487 -0.5841 0.5782
H1 -2.9079 -1.6659 -0.2014
H2 -4.3409 -2.0780 -1.1297
H3 -4.2427 0.4383 -1.9838
H4 -3.2313 -0.8342 -2.7004
H5 -3.1918 2.7674 -1.7117
H6 -1.5931 2.9552 -0.9638
H7 -4.0384 1.6921 0.3850
H8 -3.3832 3.3016 0.6975
H9 -1.9807 -0.3604 2.8966
H10 -2.0616 -0.7469 1.2124
H11 -4.5078 0.2505 2.7421
H12 -4.0209 -1.4546 2.6053
S4 -0.8577 -3.0923 2.6699
As1 0.6428 -2.3157 1.3615
S5 1.1451 -0.2610 1.9438
S6 -0.1803 -2.1357 -0.6702
S7 2.3595 -3.5529 1.3491
N1 -0.5263 2.9031 -4.4722
C7 0.4084 3.7218 -3.9247
O1 0.7701 4.7557 -4.4580
C8 0.9416 3.2702 -2.6000
C9 1.2592 4.2361 -1.6505
C10 1.7202 3.8286 -0.4123
C11 1.8554 2.4687 -0.1639
N2 1.5782 1.5328 -1.0735
C12 1.1390 1.9338 -2.2671
H13 -0.9178 3.1509 -5.3636
H14 -0.8393 2.0630 -4.0099
H15 1.1515 5.2827 -1.9047
H16 1.9729 4.5509 0.3520
H17 2.2142 2.1000 0.7905
H18 0.9787 1.1417 -2.9916

Lowest unoccupied orbital energy (spin up / spin down) (Eh): 0.053 / 0.053
Net charge: -1
Orbital gap (spin up / spin down) (eV): 5.05 / 5.05
Relative energy (zero: lowest compared OMol25 entry of this formula, charge and spin) (kcal per mole): 28.0
Spin multiplicity: 1
DFT total energy (hartree): -5803.92661

Entry from the Open Molecules 2025 dataset: a structure of composition C12H18BF6N7O5S2V (ωB97M-V/def2-TZVPD).

Cartesian coordinates (Å):
O1 -1.6087 1.1905 -3.9853
V1 -0.5864 1.8427 -3.0271
B1 1.7462 4.0586 -1.8588
F1 1.2479 4.7827 -0.8302
F2 0.8608 2.8192 -2.0051
F3 1.5446 4.7064 -3.0872
F4 3.0265 3.6124 -1.6840
N1 -0.7021 0.5904 -1.4100
S1 -0.7905 0.9041 0.1591
O2 0.3453 0.5122 0.9100
O3 -2.0968 0.6372 0.6271
F5 -0.7668 2.4706 0.1409
S2 -0.6119 -1.1172 -1.2961
O4 -1.7557 -1.7858 -0.8325
O5 0.6886 -1.6222 -1.1226
F6 -0.7060 -1.3029 -2.8768
C1 0.8842 -2.8373 1.8243
C2 0.7728 -3.3900 3.1680
N2 0.6400 -3.8356 4.2224
H1 0.3940 -1.8626 1.8796
H2 0.3923 -3.4325 1.0609
H3 1.9205 -2.6467 1.5542
C3 -5.0949 2.2750 0.1768
C4 -4.9989 2.7551 1.5443
N3 -4.9474 3.1436 2.6142
H4 -5.6413 2.9858 -0.4465
H5 -5.6499 1.3484 0.0785
H6 -4.0948 2.1903 -0.2416
C5 2.7192 2.1454 2.7607
C6 2.4966 3.4800 2.2204
N4 2.2877 4.5007 1.7474
H7 2.6586 1.4667 1.9121
H8 2.0625 1.8424 3.5719
H9 3.7060 2.1315 3.2280
C7 -5.0866 -1.3320 0.2452
C8 -5.4937 -2.6575 -0.2027
N5 -5.8135 -3.7044 -0.5543
H10 -4.5524 -0.7501 -0.4995
H11 -4.4799 -1.3953 1.1420
H12 -6.0750 -0.8865 0.3857
C9 3.4432 0.3659 -0.7353
C10 3.4968 -0.6185 -1.7868
N6 3.5451 -1.4085 -2.6229
H13 3.9260 1.2996 -1.0288
H14 3.7631 0.0023 0.2352
H15 2.4057 0.7073 -0.6468
C11 3.2433 -4.3123 -1.1151
C12 3.8380 -3.4094 -0.1437
N7 4.3242 -2.7403 0.6515
H16 2.6332 -5.0410 -0.5729
H17 3.9758 -4.8938 -1.6672
H18 2.5643 -3.7849 -1.7804

Lowest unoccupied orbital energy (spin up / spin down) (Eh): -0.215 / -0.199
Net charge: 0
Orbital gap (spin up / spin down) (eV): 5.73 / 6.17
Relative energy (zero: lowest compared OMol25 entry of this formula, charge and spin) (kcal per mole): 21.7
Spin multiplicity: 2
DFT total energy (hartree): -3592.01609

Entry from the Open Molecules 2025 dataset: the molecule C12H18BN (ωB97M-V/def2-TZVPD).

Cartesian coordinates (Å):
B1 0.3596 -1.0449 -1.1253
C1 -0.5574 -0.3710 0.0175
C2 -0.1150 1.1059 0.2949
C3 1.2878 1.4411 0.7813
C4 1.8956 0.8578 1.9638
C5 1.2307 0.3132 3.0292
C6 -0.2723 0.4677 3.3985
C7 -1.1177 -0.5060 2.5736
C8 -0.6284 -1.1582 1.3029
N1 0.0404 -0.6598 -2.4777
C9 0.7083 -0.9377 -3.6510
C10 0.0198 -0.5722 -4.7173
C11 -1.1613 0.0652 -4.2422
C12 -1.1425 -0.0081 -2.8308
H1 1.1952 -1.8410 -0.6919
H2 -1.4975 -0.0326 -0.3466
H3 -0.7577 1.6259 0.9298
H4 -0.2164 1.8818 -0.4871
H5 1.3800 2.5558 0.7199
H6 2.0111 1.2883 -0.0509
H7 2.9953 0.6062 2.0432
H8 1.6969 -0.2352 3.7518
H9 -0.4756 1.5914 3.2419
H10 -0.3479 0.3346 4.5072
H11 -1.2609 -1.3401 3.3359
H12 -2.0774 -0.1200 2.4814
H13 0.2844 -1.5754 1.6043
H14 -1.3540 -2.0154 1.1550
H15 1.7033 -1.4887 -3.5741
H16 0.2262 -0.7322 -5.7599
H17 -2.0145 0.1186 -4.9046
H18 -2.0381 0.3851 -2.2724

Lowest unoccupied orbital energy (Eh): 0.023
Net charge: 0
Orbital gap (eV): 9.19
Relative energy (zero: lowest compared OMol25 entry of this formula, charge and spin) (kcal per mole): 21.8
Spin multiplicity: 1
SMILES: B([C@@H]1CC/C=C\CCC1)n1cccc1
DFT total energy (hartree): -547.56345

Please write out number 2 again, unchanged.
Entry from the Open Molecules 2025 dataset: the ion C12H17N2 with charge +1 (ωB97M-V/def2-TZVPD).

Cartesian coordinates (Å):
C1 -2.6994 -1.6053 1.0728
C2 -2.8931 -0.7971 0.0376
C3 -3.0180 -1.4324 -1.2900
C4 -3.1199 0.7164 0.3092
N1 -2.0119 1.4658 -0.2743
C5 -1.2095 2.0856 0.6282
N2 0.2482 1.7302 0.5051
C6 0.7912 0.5501 0.4823
C7 2.1222 0.1039 0.0387
C8 3.1008 1.0329 -0.3092
C9 4.4005 0.5293 -0.5605
C10 4.6437 -0.8061 -0.4432
C11 3.6211 -1.7479 -0.1952
C12 2.3429 -1.2598 -0.0075
H1 -2.6009 -1.4751 2.1174
H2 -2.6350 -2.6281 0.8747
H3 -3.9984 -1.3595 -1.6383
H4 -2.7146 -2.5645 -1.1750
H5 -2.4885 -1.0207 -2.0671
H6 -4.0911 0.8976 -0.2227
H7 -3.2589 0.9271 1.3635
H8 -2.1390 2.0245 -1.1995
H9 -1.0724 3.2378 0.6028
H10 -1.5409 1.7654 1.7263
H11 0.8899 2.3898 0.3660
H12 0.0681 -0.2635 0.4083
H13 2.9789 2.0769 -0.1060
H14 5.2762 1.1966 -0.6953
H15 5.5548 -1.1754 -0.5111
H16 3.8961 -2.7112 -0.0805
H17 1.5567 -1.8833 0.2426

Lowest unoccupied orbital energy (Eh): -0.170
Net charge: +1
Orbital gap (eV): 7.86
Relative energy (zero: lowest compared OMol25 entry of this formula, charge and spin) (kcal per mole): 66.8
Spin multiplicity: 1
SMILES: C=C(C)CNC/[NH+]=C/c1ccccc1
DFT total energy (hartree): -576.62232